A structure of composition C21H29ClN6O2STi at a distorted geometry, computed with ωB97M-V/def2-TZVPD.

Last column: Löwdin spin population.
Positions of all 61 atoms, in Å:
Ti  11.31039  8.35275  10.74419  1.036
N  10.16266  12.37392  12.35418  0.006
C  10.38031  11.26719  11.63373  0.016
S  12.03002  10.73293  11.28413  0.006
N  9.31576  10.63690  11.12229  0.026
N  9.71921  9.58832  10.29892  0.197
C  9.52665  9.79063  8.99343  0.179
C  8.27150  10.33959  8.50488  0.010
C  8.16051  11.01699  7.26907  0.031
C  6.93934  11.33929  6.71714  -0.004
C  5.77567  11.01829  7.42982  0.039
C  5.86193  10.49571  8.73833  -0.004
C  7.11001  10.22671  9.30418  0.034
C  10.61496  9.40191  8.13052  0.080
C  10.62196  9.26039  6.72612  0.047
C  11.78398  8.95947  6.05793  0.032
C  12.99853  8.92431  6.74870  0.082
C  12.93673  8.95722  8.13396  0.009
N  11.77274  9.06760  8.78312  0.104
H  10.99264  12.90590  12.62793  0.000
H  9.22718  12.77674  12.30316  0.000
H  9.06622  11.25297  6.70421  0.001
H  6.87607  11.86101  5.74005  -0.001
H  4.78229  11.21423  7.01590  0.003
H  4.97141  10.24894  9.31023  -0.001
H  7.17560  10.01948  10.36222  0.003
H  9.70019  9.33673  6.11800  0.002
H  11.73920  8.85272  4.97660  0.000
H  13.99092  8.90393  6.33070  0.006
H  13.84983  8.91277  8.75078  0.000
C  12.68248  5.52451  11.13869  0.003
N  12.98949  6.96124  11.48079  0.011
C  14.38425  7.23131  10.92978  0.003
C  13.14996  7.08580  12.95998  0.004
C  11.85686  7.09784  13.69530  0.001
N  11.08714  8.38465  13.51234  0.001
C  9.73386  8.21961  14.04858  0.000
C  11.76737  9.39954  14.32339  0.000
H  13.44203  4.85285  11.56144  0.000
H  12.65571  5.38512  10.04798  0.000
H  11.71075  5.28593  11.57376  0.000
H  15.08952  6.67060  11.54712  0.000
H  14.67847  8.28783  11.05358  0.000
H  14.46062  6.94721  9.89270  0.000
H  13.73521  7.99810  13.13526  0.000
H  13.80478  6.29228  13.35364  0.000
H  11.99527  6.92952  14.78234  0.000
H  11.20412  6.29105  13.35506  0.000
H  9.76855  7.85884  15.11359  0.000
H  9.21463  7.47845  13.46428  0.000
H  9.15336  9.13130  14.01388  0.000
H  12.02159  9.01102  15.35084  0.000
H  11.09421  10.24002  14.39506  0.000
H  12.70430  9.69509  13.81933  0.000
Cl  9.06645  3.98729  10.58187  0.001
C  8.55808  5.61738  10.02748  0.001
C  9.75702  6.54293  10.20309  0.011
O  10.69666  6.69028  9.38190  0.017
O  9.81676  7.14109  11.34286  0.003
H  7.71424  5.92154  10.68963  0.000
H  8.24687  5.49853  8.97323  0.000

Calculated values
HOMO level (alpha / beta) = -5.570 / -7.117 eV
Spin multiplicity = 3
Relative energy (zero: lowest compared OMol25 entry of this formula, charge and spin) = 0.00 kJ/mol
HOMO-LUMO gap (alpha / beta) = 5.973 / 6.955 eV
<S²> = 2.019



A structure of composition C21H29Ge2N4NiO7P2 at a distorted geometry, computed with ωB97M-V/def2-TZVPD.

Last column: Löwdin spin population.
Positions of all 66 atoms, in Å:
Ni  -0.29838  0.75711  0.98236  1.830
N  -3.66380  2.57733  2.81238  0.001
C  -2.38107  1.85628  2.58651  0.002
C  -1.55869  1.83374  3.85225  0.001
P  -1.63106  2.83064  1.16823  0.008
O  -0.04013  2.91017  1.58373  0.037
O  -2.30551  4.15176  1.27320  0.005
O  -1.60091  2.03913  -0.09147  0.074
P  -2.87037  0.14802  2.03737  0.008
O  -3.93057  0.71499  0.89885  0.000
O  -3.62889  -0.53518  3.09334  0.005
O  -1.73758  -0.58166  1.35108  0.068
H  -3.97986  2.53334  3.78337  0.000
H  -4.36004  2.13543  2.19165  0.000
H  -3.45648  3.54764  2.43801  0.000
H  -1.41126  2.83908  4.25260  0.000
H  -0.57913  1.39156  3.65462  0.000
H  -2.03948  1.20365  4.60268  0.000
H  0.20020  3.56022  2.24615  0.001
H  -4.30964  -0.02867  0.43031  0.000
N  2.01549  -1.89158  1.76379  0.000
C  1.14642  -1.25125  2.57163  0.007
O  0.89780  -0.03082  2.40341  0.068
C  0.57031  -2.02300  3.63796  0.008
C  0.80701  -3.39139  3.70251  0.002
N  1.06040  -4.51721  3.70025  0.005
C  -0.22099  -1.40915  4.60264  0.001
N  -0.82410  -0.86554  5.42016  0.003
H  2.41875  -1.40347  0.97788  0.000
H  2.20781  -2.87079  1.89606  0.000
C  -2.45664  -1.74384  -2.00688  0.032
Ge  -0.52548  -2.16531  -1.73647  0.195
C  -0.41004  -3.40745  -0.18231  0.033
C  0.21005  -3.07237  -3.38731  0.057
Ge  0.58617  0.07209  -1.04730  0.343
C  2.58303  -0.26356  -0.98376  0.055
C  3.40085  0.75902  -0.50648  0.012
C  4.75498  0.55646  -0.31244  0.000
C  5.31396  -0.68443  -0.57633  0.006
C  4.51549  -1.71361  -1.04824  0.002
C  3.16142  -1.50236  -1.24754  0.016
C  0.34119  1.25410  -2.65134  0.047
C  -0.33846  0.85901  -3.79560  0.015
C  -0.56085  1.75234  -4.82947  0.001
C  -0.10458  3.05551  -4.72753  0.007
C  0.57468  3.46161  -3.59049  0.000
C  0.78817  2.56772  -2.55681  0.014
H  -3.02349  -2.65747  -2.17417  0.007
H  -2.61948  -1.06626  -2.83957  0.000
H  -2.80814  -1.26981  -1.09550  0.000
H  -1.06650  -4.25816  -0.34617  0.007
H  -0.74657  -2.88411  0.70763  0.000
H  0.59840  -3.77526  -0.02305  0.000
H  -0.38049  -3.96251  -3.57979  0.010
H  1.24326  -3.37089  -3.25280  0.000
H  0.15294  -2.42574  -4.25544  0.000
H  2.96194  1.72301  -0.27756  0.003
H  5.37517  1.36151  0.05655  0.000
H  6.36809  -0.85105  -0.40855  0.000
H  4.94705  -2.68293  -1.25466  0.000
H  2.53736  -2.31002  -1.61056  0.004
H  -0.69525  -0.16028  -3.88249  0.003
H  -1.10334  1.43706  -5.71072  0.000
H  -0.28671  3.75729  -5.52898  0.000
H  0.92102  4.48259  -3.50302  0.000
H  1.29457  2.89772  -1.65835  0.002

Calculated values
HOMO level (alpha / beta) = -7.490 / -7.489 eV
Spin multiplicity = 4
Relative energy (zero: lowest compared OMol25 entry of this formula, charge and spin) = 266.88 kJ/mol
HOMO-LUMO gap (alpha / beta) = 7.550 / 3.740 eV
<S²> = 3.764



A structure of composition C21H29MnN3O2SSe at a distorted geometry, computed with ωB97M-V/def2-TZVPD.

Last column: Löwdin spin population.
Positions of all 58 atoms, in Å:
Mn  -0.54107  0.07917  -0.90085  3.774
C  -0.17824  -1.68231  2.14980  0.000
C  0.64085  -1.39621  0.91259  0.014
C  0.44735  -2.14834  -0.27742  0.002
C  -0.54707  -3.28726  -0.33057  0.000
C  1.30470  -1.93618  -1.38539  0.014
C  1.26103  -2.83380  -2.59546  0.001
C  2.32433  -0.96201  -1.30692  0.019
C  3.25663  -0.75138  -2.46139  0.002
C  2.54278  -0.25733  -0.11333  0.019
C  3.68562  0.71457  -0.02471  0.003
C  1.74182  -0.51070  1.01485  0.030
C  2.13529  0.10598  2.33108  0.003
H  0.25996  -2.52382  2.68806  0.000
H  -1.20910  -1.93638  1.91700  0.000
H  -0.19575  -0.81592  2.80481  0.000
H  -1.18173  -3.22475  -1.21793  0.000
H  -1.19776  -3.30438  0.53821  0.000
H  -0.01074  -4.23719  -0.35850  0.000
H  2.21981  -3.34202  -2.70214  0.000
H  1.07911  -2.26145  -3.50448  0.000
H  0.48796  -3.58898  -2.53135  0.000
H  4.23980  -1.15185  -2.22053  0.001
H  3.37449  0.30826  -2.66634  0.000
H  2.90332  -1.22911  -3.36677  0.000
H  4.62043  0.18119  0.15711  0.001
H  3.53076  1.43263  0.77470  0.000
H  3.80626  1.27616  -0.94816  0.001
H  1.77237  -0.47037  3.17462  0.000
H  1.74714  1.12324  2.41589  0.001
H  3.21884  0.14459  2.41140  0.001
Se  1.90423  4.04462  -0.63680  0.119
C  1.00473  2.60582  -0.85948  0.051
N  0.40829  1.58673  -0.98179  -0.016
C  -3.97572  1.05494  1.39086  -0.010
O  -2.71079  1.45523  0.82767  -0.026
C  -2.01581  0.59638  0.15147  -0.115
O  -2.34654  -0.56869  -0.10689  0.009
H  -4.76178  1.62417  0.89305  0.000
H  -3.95459  1.30531  2.44745  0.000
H  -4.12975  -0.01911  1.25860  -0.002
C  -5.73921  1.44502  -2.29975  0.000
C  -4.83917  0.28642  -2.53809  0.001
C  -5.27055  -1.01865  -2.56479  0.005
C  -4.33316  -2.03751  -2.84768  0.002
N  -3.06128  -1.75157  -3.03909  0.005
C  -2.63394  -0.50445  -2.98628  0.017
S  -1.02058  -0.11359  -3.31508  0.068
N  -3.52351  0.52356  -2.74600  0.005
C  -4.71074  -3.46594  -2.95721  0.000
H  -6.70867  1.26921  -2.75881  0.000
H  -5.31288  2.36223  -2.69875  0.000
H  -5.91781  1.58534  -1.23392  0.000
H  -6.31079  -1.25210  -2.40962  0.000
H  -3.15569  1.47354  -2.74447  0.000
H  -5.46198  -3.59743  -3.73358  0.000
H  -5.14701  -3.82849  -2.02953  0.000
H  -3.83082  -4.05377  -3.20791  0.000

Calculated values
Total charge = +1
HOMO level (alpha / beta) = -10.680 / -10.634 eV
Spin multiplicity = 5
Relative energy (zero: lowest compared OMol25 entry of this formula, charge and spin) = 106.46 kJ/mol
HOMO-LUMO gap (alpha / beta) = 6.630 / 7.157 eV
<S²> = 6.134



Question: What is the spin multiplicity in the third record?
Answer: 5



Question: Look up the spin multiplicity of the third one.
Answer: 5



Question: The lowest spin multiplicity belongs to which entry?
Answer: C21H29ClN6O2STi



Question: Which formula does entry 1 have?
Answer: C21H29ClN6O2STi